Formula: C8H10IN3
Source: the Open Molecules 2025 dataset
Level of theory: wB97M-V/def2-TZVPD

Last column: Löwdin charge in e.
Positions of all 22 atoms, in Å:
1 C -1.75892 2.42011 0.29705  -0.066
2 C -2.54429 1.76085 -0.63696  -0.065
3 C -0.71669 1.74278 0.89956  -0.016
4 C -2.23745 0.43857 -0.92356  -0.131
5 C -0.48622 0.40982 0.54848  -0.291
6 C 1.79569 -1.84356 -0.73910  -0.318
7 C 0.63176 -0.32700 1.13608  -0.144
8 C 1.91468 -0.36097 -0.59164  -0.656
9 N -1.24118 -0.21588 -0.35906  0.101
10 N 0.59931 -2.34779 -0.01555  -0.071
11 N 0.54685 -1.70960 1.23575  -0.059
12 I 3.80393 0.45871 -0.11592  0.740
13 H -1.95841 3.44988 0.55127  0.107
14 H -3.36196 2.25768 -1.13416  0.099
15 H -0.09089 2.22495 1.63425  0.111
16 H -2.80985 -0.12688 -1.64749  0.108
17 H 1.68354 -2.14749 -1.78006  0.114
18 H 2.66172 -2.35844 -0.30983  0.086
19 H 1.15523 0.18192 1.93755  0.115
20 H 1.40104 0.24718 -1.32134  0.028
21 H -0.24137 -2.04449 -0.51289  0.080
22 H 1.25348 -2.11034 1.84757  0.127

HOMO energy = -7.919 eV
frontier orbital gap = 0.3050 hartree
lowest unoccupied orbital energy = 0.38 eV
energy relative to the best compared isomer or geometry (same formula, charge and spin) = 21.8 kcal/mol

***

Formula: C4H9NO2
Source: the Open Molecules 2025 dataset
Level of theory: wB97M-V/def2-TZVPD

Last column: Löwdin charge in e.
Positions of all 16 atoms, in Å:
1 C -1.08153 1.39660 -0.47499  -0.052
2 C -0.24245 0.38107 0.49104  -0.322
3 C -0.82730 -1.00898 0.31807  -0.270
4 O -0.30590 -1.95451 1.20253  -0.057
5 N 1.15652 0.57229 0.10293  0.049
6 C 2.03840 -0.40680 -0.31068  -0.287
7 O 1.89101 -1.62104 -0.25166  0.011
8 H -0.70053 2.41729 -0.74548  0.093
9 H -1.98400 1.59163 0.09026  0.071
10 H -1.32410 0.92791 -1.44442  0.086
11 H -0.34511 0.73381 1.52362  0.144
12 H -1.89509 -0.89647 0.51963  0.125
13 H -0.69966 -1.30927 -0.73589  0.130
14 H 0.58259 -2.14637 0.84635  0.052
15 H 0.73679 1.33364 -0.45884  0.096
16 H 3.00039 -0.01080 -0.67246  0.130

HOMO energy = -9.832 eV
frontier orbital gap = 0.3904 hartree
lowest unoccupied orbital energy = 0.79 eV
SMILES = C[C@@H](CO)NC=O
energy relative to the best compared isomer or geometry (same formula, charge and spin) = 56.4 kcal/mol

***

Formula: C26H29BrN6O4Ti
Source: the Open Molecules 2025 dataset
Level of theory: wB97M-V/def2-TZVPD

Last column: Löwdin charge in e.
Positions of all 67 atoms, in Å:
1 Ti -0.97719 0.23133 0.08764  1.257
2 Br -5.34288 -2.92394 7.60770  0.790
3 C -4.26079 -3.93538 6.44368  -0.689
4 C -3.00033 -3.46555 6.10445  -0.113
5 C -2.21622 -4.20114 5.23202  -0.034
6 C -2.69075 -5.40475 4.72336  -0.281
7 C -3.92146 -5.90630 5.12146  -0.012
8 C -4.72320 -5.15227 5.96252  -0.101
9 N -1.86980 -6.21305 3.87237  0.121
10 N -1.39322 -5.75020 2.83159  0.091
11 C -1.73382 -4.46843 2.31633  -0.205
12 C -3.01646 -4.11898 1.97052  0.031
13 C -3.29826 -2.92253 1.27954  0.062
14 C -2.27155 -2.08636 0.95177  -0.266
15 O -2.38227 -0.90347 0.27018  -0.160
16 C -0.95452 -2.42151 1.28925  -0.141
17 N -0.00070 -1.50659 0.91846  0.024
18 C 1.27098 -1.80753 1.15988  -0.083
19 C 1.66512 -2.99452 1.77275  -0.001
20 C 0.70929 -3.90293 2.17232  0.070
21 C -0.64911 -3.62304 1.94503  -0.076
22 H -2.63461 -2.54185 6.53052  0.104
23 H -1.21954 -3.86413 4.97438  0.115
24 H -4.24849 -6.87452 4.76529  0.126
25 H -5.69539 -5.51731 6.26249  0.112
26 H -3.83179 -4.77983 2.23074  0.135
27 H -4.31673 -2.67076 1.01523  0.139
28 H 2.02176 -1.09295 0.84005  0.121
29 H 2.71694 -3.19033 1.92169  0.127
30 H 0.99382 -4.83559 2.64345  0.138
31 C -0.32433 1.62699 3.33047  0.028
32 C 0.04344 2.32743 2.03505  -0.450
33 C 1.06742 3.42086 2.19571  0.021
34 O 0.55879 1.29589 1.07178  -0.109
35 C -1.22133 2.81022 1.32223  -0.489
36 O -1.67348 3.90177 1.42137  0.208
37 O -1.77166 1.81442 0.59052  -0.106
38 H 0.56464 1.20192 3.79911  0.108
39 H -1.05779 0.83487 3.16359  0.097
40 H -0.75734 2.34923 4.02188  0.122
41 H 1.96678 3.04198 2.68499  0.107
42 H 0.64683 4.20492 2.82322  0.118
43 H 1.32761 3.86427 1.23546  0.105
44 H 1.44821 1.03240 1.34461  0.127
45 C -3.88997 2.70612 -3.14086  -0.129
46 C -4.17058 1.26687 -2.75597  -0.121
47 N -2.92815 0.63321 -2.29660  0.119
48 C -1.70561 1.12992 -2.47337  -0.338
49 N -0.68446 0.50355 -1.80310  -0.070
50 C 0.68297 0.83291 -2.23355  -0.170
51 C 0.81686 2.33691 -2.38463  -0.131
52 C -0.18432 2.81393 -3.42034  -0.099
53 N -1.50494 2.19662 -3.22773  0.002
54 C -2.63205 2.76013 -3.98846  -0.097
55 H -3.75937 3.32353 -2.25049  0.132
56 H -4.73402 3.10384 -3.70125  0.135
57 H -4.55842 0.70319 -3.60535  0.136
58 H -4.89681 1.21043 -1.94672  0.136
59 H -2.99117 -0.26545 -1.84203  0.134
60 H 0.89901 0.31749 -3.17284  0.143
61 H 1.38802 0.42468 -1.50352  0.111
62 H 1.82176 2.61037 -2.70360  0.136
63 H 0.62420 2.82116 -1.42411  0.115
64 H 0.15906 2.58285 -4.43112  0.145
65 H -0.31715 3.89317 -3.35280  0.139
66 H -2.75450 2.20532 -4.92173  0.146
67 H -2.37108 3.78606 -4.23782  0.135

HOMO energy = -12.733 eV
frontier orbital gap = 0.2069 hartree
lowest unoccupied orbital energy = -7.10 eV
net charge = +2
energy relative to the best compared isomer or geometry (same formula, charge and spin) = 0.0 kcal/mol

***

Formula: C31H84N2O11
Source: the Open Molecules 2025 dataset
Level of theory: wB97M-V/def2-TZVPD

Last column: Löwdin charge in e.
Positions of all 128 atoms, in Å:
1 N -0.56412 0.08727 1.05620  0.216
2 C 0.44041 -0.14380 0.18895  -0.623
3 N 0.67376 0.86184 -0.69114  0.184
4 O 1.10847 -1.19044 0.15322  0.000
5 H -1.20720 0.84553 0.91786  0.061
6 H -0.66810 -0.51180 1.86187  0.085
7 H 0.08995 1.68961 -0.65773  0.057
8 H 1.35391 0.75269 -1.40864  0.066
9 C -0.80417 -0.40584 -4.41484  -0.066
10 C -0.15079 0.95043 -4.54121  -0.486
11 C 1.31794 0.90808 -4.15579  -0.048
12 O -0.30386 1.44054 -5.85474  -0.032
13 H -0.97989 -0.70054 -3.37278  0.057
14 H -0.32658 -1.29961 -4.84133  0.083
15 H -1.78682 -0.48022 -4.89248  0.082
16 H -0.69940 1.57593 -3.83181  0.114
17 H 1.78599 0.04223 -4.62984  0.085
18 H 1.54867 0.86537 -3.09417  0.037
19 H 1.79825 1.83754 -4.47244  0.077
20 H 0.20370 0.95632 -6.50935  0.092
21 C 4.17044 -1.64502 -2.12746  -0.054
22 C 3.00510 -2.60251 -2.29243  -0.527
23 C 3.20713 -3.61475 -3.37430  -0.059
24 O 2.51405 -3.12224 -1.06405  -0.077
25 H 4.37046 -1.11542 -3.06517  0.076
26 H 5.09658 -2.15481 -1.85116  0.084
27 H 3.93984 -0.83723 -1.42955  0.071
28 H 2.16677 -1.95742 -2.62488  0.121
29 H 3.56201 -3.12888 -4.28439  0.079
30 H 2.33014 -4.21710 -3.61610  0.070
31 H 3.99890 -4.33751 -3.13722  0.084
32 H 2.34828 -2.34114 -0.49899  0.034
33 C -3.09616 2.11942 -0.44039  -0.046
34 C -2.49689 1.04928 -1.34028  -0.451
35 C -3.21422 -0.28494 -1.12563  -0.048
36 O -2.71907 1.44540 -2.70246  -0.051
37 H -2.74854 3.11558 -0.71700  0.046
38 H -2.82353 1.95253 0.60628  0.064
39 H -4.18514 2.09855 -0.50311  0.091
40 H -1.42599 0.91495 -1.18153  0.087
41 H -2.60354 -1.01643 -1.67148  0.038
42 H -4.24741 -0.37270 -1.46593  0.096
43 H -3.18193 -0.72837 -0.12642  0.063
44 H -3.50827 0.99267 -3.01008  0.089
45 C -2.77110 -4.84342 1.69202  -0.049
46 C -3.05152 -3.36016 1.72542  -0.464
47 C -4.30228 -3.06329 0.85538  -0.051
48 O -3.31330 -2.90423 3.05408  -0.070
49 H -3.56883 -5.42205 2.17901  0.085
50 H -1.88790 -5.13406 2.26421  0.072
51 H -2.76394 -5.31909 0.70978  0.083
52 H -2.26408 -2.69194 1.37935  0.119
53 H -5.09742 -3.74991 1.15801  0.084
54 H -4.13787 -2.97653 -0.21469  0.060
55 H -4.69794 -2.09651 1.18895  0.075
56 H -4.17856 -3.22827 3.33039  0.106
57 C 4.37871 3.03404 -3.01869  -0.043
58 C 5.00976 3.15047 -1.62264  -0.488
59 C 3.91820 3.53144 -0.60850  -0.069
60 O 5.61051 1.92836 -1.25354  -0.035
61 H 3.60723 3.78424 -3.17437  0.072
62 H 3.94943 2.04107 -3.14551  0.065
63 H 5.19441 3.17735 -3.72839  0.079
64 H 5.67805 4.01812 -1.60763  0.131
65 H 3.00669 2.94558 -0.77979  0.053
66 H 3.56076 4.55993 -0.68767  0.072
67 H 4.14782 3.30686 0.43603  0.072
68 H 6.23453 2.11571 -0.54551  0.093
69 C 1.44772 2.62473 2.85897  -0.037
70 C 0.46891 3.69838 3.28753  -0.467
71 C 0.99431 4.56453 4.42036  -0.043
72 O 0.16996 4.48921 2.12477  -0.071
73 H 2.39645 3.11831 2.61590  0.078
74 H 1.20908 2.09995 1.93263  0.060
75 H 1.62088 1.88548 3.63915  0.090
76 H -0.46051 3.19541 3.57724  0.119
77 H 0.57823 5.57549 4.38812  0.077
78 H 2.07175 4.69071 4.28511  0.081
79 H 0.82063 4.22803 5.44165  0.081
80 H -0.48407 5.15707 2.36063  0.100
81 C 1.05980 -3.42773 2.74556  -0.047
82 C 2.01969 -3.81039 3.85112  -0.486
83 C 3.04791 -2.71707 4.11277  -0.061
84 O 1.30724 -4.10147 5.05628  -0.054
85 H 0.61931 -2.44028 2.89271  0.069
86 H 0.35293 -4.24029 2.57224  0.072
87 H 1.55229 -3.32807 1.77379  0.070
88 H 2.50168 -4.74778 3.54239  0.133
89 H 2.57706 -1.81199 4.50647  0.081
90 H 3.50165 -2.42849 3.16026  0.081
91 H 3.85028 -2.97037 4.80931  0.074
92 H 1.88772 -3.94418 5.80277  0.073
93 C -1.53526 5.46990 -1.17803  -0.037
94 C -0.72752 4.19416 -1.42826  -0.458
95 C 0.73508 4.50623 -1.70464  -0.045
96 O -0.79465 3.31749 -0.29866  -0.139
97 H -0.96982 6.09876 -0.47698  0.081
98 H -2.45576 5.18843 -0.66531  0.076
99 H -1.68499 6.10628 -2.04674  0.085
100 H -1.20534 3.64562 -2.24388  0.133
101 H 0.76277 5.27629 -2.48548  0.091
102 H 1.24365 3.64070 -2.12777  0.058
103 H 1.24024 4.92043 -0.83497  0.078
104 H -0.52417 3.82200 0.49277  0.071
105 C -1.94723 0.47600 5.81912  -0.054
106 C -2.53847 -0.08352 4.53183  -0.474
107 C -2.92093 0.96564 3.49384  -0.053
108 O -1.52785 -0.96489 4.00565  -0.081
109 H -1.05859 1.07604 5.59993  0.071
110 H -1.61406 -0.31147 6.49053  0.080
111 H -2.65926 1.15122 6.30135  0.077
112 H -3.44046 -0.65480 4.76759  0.132
113 H -2.06120 1.48045 3.05952  0.052
114 H -3.58455 1.70890 3.93742  0.084
115 H -3.40486 0.43395 2.67095  0.071
116 H -2.00734 -1.77087 3.75394  0.047
117 C -2.68589 -3.85100 -3.30522  -0.040
118 C -1.34342 -4.10846 -2.63079  -0.483
119 C -1.16305 -3.18209 -1.43046  -0.034
120 O -1.28026 -5.45364 -2.22753  -0.042
121 H -2.95807 -4.51506 -4.12257  0.079
122 H -2.74998 -2.80694 -3.62062  0.066
123 H -3.47255 -3.93498 -2.54603  0.075
124 H -0.50048 -3.93638 -3.31859  0.131
125 H -0.13034 -3.10991 -1.08673  0.071
126 H -1.87467 -3.38677 -0.62941  0.056
127 H -1.41657 -2.14278 -1.68704  0.036
128 H -0.40553 -5.72084 -1.93825  0.093

HOMO energy = -9.086 eV
frontier orbital gap = 0.3483 hartree
lowest unoccupied orbital energy = 0.39 eV
SMILES = NC(N)=O.CC(C)O.CC(C)O.CC(C)O.CC(C)O.CC(C)O.CC(C)O.CC(C)O.CC(C)O.CC(C)O.CC(C)O
energy relative to the best compared isomer or geometry (same formula, charge and spin) = 38.3 kcal/mol

***

Formula: CHN5O
Source: the Open Molecules 2025 dataset
Level of theory: wB97M-V/def2-TZVPD

Last column: Löwdin charge in e.
Positions of all 8 atoms, in Å:
1 C -0.04028 0.54973 0.17726  -0.251
2 N -0.51376 1.77111 0.03811  -0.024
3 N 0.52448 2.57564 0.07352  -0.093
4 N 1.60884 1.91692 0.22414  -0.083
5 N 2.96986 -0.72470 0.35274  0.264
6 N 1.28780 0.64512 0.29913  -0.073
7 O 3.85494 -0.15956 -0.06889  0.172
8 H -0.60077 -0.35756 0.18886  0.088

HOMO energy (spin up / spin down) = -9.955 / -9.956 eV
frontier orbital gap (spin up / spin down) = 0.2536 / 0.2537 hartree
lowest unoccupied orbital energy (spin up / spin down) = -3.06 / -3.05 eV
energy relative to the best compared isomer or geometry (same formula, charge and spin) = 166.1 kcal/mol

***

Formula: C3H2BrF3O
Source: the Open Molecules 2025 dataset
Level of theory: wB97M-V/def2-TZVPD

Last column: Löwdin charge in e.
Positions of all 10 atoms, in Å:
1 C 0.24272 0.09601 -0.03892  -0.143
2 C 1.29763 -0.99704 0.10056  -0.525
3 C 2.37736 -0.15661 -0.63186  -0.714
4 O 1.12175 1.09675 -0.51964  -0.102
5 F 1.67325 -1.25762 1.36650  0.082
6 F 1.04799 -2.18681 -0.46914  0.127
7 F 2.56743 -0.40935 -1.89990  0.092
8 Br 3.92521 0.33009 0.26869  0.921
9 H -0.51956 -0.16024 -0.78069  0.132
10 H -0.20998 0.38020 0.91108  0.130

HOMO energy = -10.622 eV
frontier orbital gap = 0.4109 hartree
lowest unoccupied orbital energy = 0.56 eV
energy relative to the best compared isomer or geometry (same formula, charge and spin) = 25.7 kcal/mol